Entry from OMol25: a 13-piece molecular cluster, C18H62O13 overall (ωB97M-V with the def2-TZVPD basis set).

Element x y z (Å)
O: -1.4864 1.8022 4.2816
H: -2.0096 1.0345 4.0512
H: -0.5793 1.5081 4.1985
O: 3.0964 -0.9060 -1.5200
H: 2.5617 -0.8926 -0.7262
H: 2.4625 -0.8844 -2.2368
O: 1.8966 -1.9647 3.2698
H: 1.5919 -2.7463 2.8088
H: 2.0863 -2.2684 4.1575
O: 1.4249 -0.3083 -3.9310
H: 1.3351 0.0497 -4.8141
H: 0.5410 -0.5902 -3.6952
O: 3.3994 -3.1836 0.8541
H: 4.1940 -3.4553 1.3135
H: 3.6929 -2.5020 0.2495
O: 0.6786 0.3382 4.0150
H: 1.5480 0.7288 4.1030
H: 0.8470 -0.5945 3.8806
O: -3.1632 0.5046 2.2567
H: -4.0929 0.7278 2.3024
H: -2.7609 1.2444 1.8016
C: -3.3443 3.4982 -1.1035
C: -3.1049 4.8211 -0.5280
C: -4.3295 5.5551 -0.0613
O: -2.2877 4.6281 0.6074
H: -3.7277 2.7865 -0.3722
H: -2.4599 3.2262 -1.6796
H: -4.1027 3.6332 -1.8746
H: -2.4857 5.3672 -1.2396
H: -4.5524 5.4925 1.0039
H: -5.2812 5.3219 -0.5389
H: -4.0944 6.5868 -0.3230
H: -2.1544 5.4752 1.0389
C: 3.3092 5.0929 2.7206
C: 3.9146 4.6110 1.4078
C: 3.8003 5.5491 0.2267
O: 5.2826 4.2038 1.5443
H: 2.4212 5.7114 2.5906
H: 4.0004 5.6062 3.3891
H: 3.1119 4.1596 3.2481
H: 3.3240 3.7455 1.1074
H: 2.7478 5.8290 0.1828
H: 4.1044 5.0598 -0.6986
H: 4.3416 6.4762 0.4154
H: 5.5560 3.7195 0.7618
C: 2.8494 -4.7441 -2.4540
C: 1.3476 -4.8624 -2.4983
C: 0.5838 -3.5536 -2.1821
O: 0.9635 -5.1858 -3.8402
H: 3.3067 -5.6375 -2.8793
H: 3.1824 -4.5121 -1.4424
H: 3.1338 -3.9279 -3.1182
H: 1.0319 -5.6198 -1.7808
H: 0.9332 -2.7576 -2.8397
H: 0.7486 -3.1536 -1.1816
H: -0.4814 -3.7677 -2.2685
H: 0.0373 -5.4227 -3.7530
C: -5.4727 0.8616 -3.2701
C: -4.1729 0.0903 -3.6046
C: -3.0293 0.4784 -2.7177
O: -4.4588 -1.2908 -3.5683
H: -5.3621 1.9365 -3.4135
H: -5.7606 0.8409 -2.2190
H: -6.3694 0.6119 -3.8371
H: -3.9093 0.2456 -4.6507
H: -2.5809 1.4272 -3.0124
H: -2.2793 -0.3049 -2.6075
H: -3.5525 0.6437 -1.7759
H: -5.1749 -1.4347 -4.1912
C: -0.3079 -4.7876 3.1411
C: 0.7360 -4.8776 2.0975
C: 0.6593 -6.2637 1.3722
O: 0.6082 -3.8582 1.1359
H: -0.1599 -5.5372 3.9185
H: -1.3045 -4.7528 2.7009
H: -0.0995 -3.8631 3.6797
H: 1.6845 -4.8091 2.6303
H: -0.2347 -6.6309 0.8682
H: 1.2043 -7.0066 1.9546
H: 1.4032 -6.2733 0.5756
H: 1.4487 -3.9084 0.6749
C: 1.5535 1.4099 0.9472
C: 0.4394 0.3908 0.7169
C: -0.4096 0.6275 -0.4986
O: 1.2088 -0.8500 0.6312
H: 2.3349 1.4053 0.1873
H: 2.1294 1.2183 1.8527
H: 1.1235 2.3625 1.2568
H: -0.1639 0.4404 1.6233
H: -1.0190 1.5152 -0.3293
H: -1.0582 -0.2444 -0.5847
H: 0.2206 0.8590 -1.3572
H: 1.2356 -1.3250 1.4650

## Properties
- Energy above the lowest of the compared OMol25 structures with the same formula, charge and spin: 0.9 kcal/mol
- Multiplicity: 2
- E_tot: -1700.68882 Eh
- HOMO energy (alpha / beta): -12.184 / -12.184 eV
- HOMO-LUMO gap (alpha / beta): 9.66 / 3.15 eV
- Charge: +1

---

Entry from OMol25: a 14-piece molecular cluster, C18H64N6O14 overall (ωB97M-V with the def2-TZVPD basis set).

Element x y z (Å)
C: 0.4661 6.1485 -0.9647
C: 0.8311 4.9065 -0.2357
O: -0.2619 4.0915 -0.2067
H: -0.2729 6.1505 -1.6817
H: 1.3261 6.5725 -1.4307
H: 0.1441 6.9325 -0.1767
H: 1.4961 5.0175 0.6973
H: 1.4611 4.4705 -1.0047
H: 0.0331 3.1745 -0.0317
C: 3.0331 2.6615 1.1713
C: 4.0181 1.5795 1.7043
O: 5.2991 1.8775 1.3763
H: 2.0141 2.3965 1.4633
H: 3.0541 2.4505 0.0663
H: 3.2521 3.6395 1.5273
H: 3.8981 0.6135 1.2923
H: 3.8661 1.5715 2.7773
H: 5.2661 2.2905 0.5643
C: 1.8111 -2.4565 3.1353
C: 1.9771 -0.9055 2.9793
O: 2.7751 -0.4585 3.9763
H: 1.0241 -2.8645 2.4103
H: 1.6341 -2.7405 4.1623
H: 2.7251 -2.9715 2.9333
H: 1.0251 -0.3975 2.9323
H: 2.5491 -0.7185 2.0563
H: 3.6961 -0.8265 3.9833
C: -3.6199 -0.0995 3.4443
C: -4.7369 -1.0905 3.7113
O: -5.9849 -0.5975 3.1403
H: -2.6229 -0.4995 3.6863
H: -3.6959 0.9125 3.9823
H: -3.4509 0.1315 2.3973
H: -4.8619 -1.3195 4.7653
H: -4.5449 -1.9575 3.1333
H: -5.9629 -0.6755 2.1663
C: 0.0041 0.3195 0.2533
O: 0.4441 1.4735 -0.2937
N: -1.2019 0.2405 0.6733
N: 0.6491 -0.8255 0.0753
H: -1.7359 1.0635 0.3833
H: -1.5789 -0.4435 1.3003
H: 1.6381 -0.7465 -0.3267
H: 0.3031 -1.7995 0.2223
C: -3.1229 2.8345 1.3933
O: -2.6219 3.5825 2.4313
N: -4.2309 2.1975 1.4793
N: -2.5819 2.6735 0.2483
H: -4.5029 2.2355 2.5183
H: -4.5939 1.3595 0.9893
H: -1.7919 3.2435 0.0443
H: -2.9879 2.2705 -0.6177
C: 2.4921 2.2345 -3.4167
O: 2.9611 3.1445 -2.4857
N: 2.8381 2.2905 -4.5887
N: 1.7591 1.2105 -3.0217
H: 3.5311 2.9735 -4.9207
H: 2.3001 1.8005 -5.3687
H: 1.5711 1.4485 -2.0447
H: 1.2481 0.4605 -3.5497
C: 1.4731 -1.9845 -3.7147
O: 0.5691 -1.2235 -4.4757
H: 1.0861 -2.9845 -3.7857
H: 1.5951 -1.7765 -2.6517
H: 2.4421 -1.9455 -4.1877
H: 0.6011 -1.5595 -5.4057
C: 3.2591 -3.5265 0.2693
O: 2.4791 -3.1035 -0.7877
H: 3.8581 -4.4565 0.0343
H: 2.6061 -3.9455 1.0073
H: 3.7331 -2.6855 0.6973
H: 3.0531 -2.7755 -1.4677
C: -0.5579 -3.9445 -1.5377
O: 0.0481 -3.9365 -0.2017
H: -0.3369 -3.0095 -2.0627
H: -1.6319 -3.9975 -1.6357
H: -0.3379 -4.9085 -2.0697
H: 1.0361 -3.8085 -0.2897
C: -2.8309 -3.2335 1.2703
O: -2.1899 -2.2075 1.9593
H: -3.1579 -2.9295 0.2713
H: -3.7009 -3.7205 1.7683
H: -2.2129 -4.0875 1.2363
H: -2.1379 -2.5875 2.8143
C: -2.2719 -0.5005 -2.6537
O: -2.1499 -1.4475 -1.5347
H: -1.3909 -0.4135 -3.2497
H: -2.4979 0.4825 -2.2537
H: -3.1109 -0.8205 -3.1757
H: -1.4819 -1.1505 -0.9937
C: 4.4581 -0.5495 -1.2047
O: 3.0751 -0.3225 -1.2147
H: 4.9131 0.3945 -1.0507
H: 4.8621 -0.9935 -2.0717
H: 4.6591 -1.1775 -0.2557
H: 2.8301 0.2245 -2.0207
C: -4.6969 -0.3905 -0.4817
O: -5.7889 0.1105 0.2823
H: -4.8299 -0.2585 -1.6037
H: -4.5319 -1.4045 -0.2637
H: -3.7279 0.0335 -0.2537
H: -6.5139 0.2715 -0.3377

## Properties
- Energy above the lowest of the compared OMol25 structures with the same formula, charge and spin: 62.2 kcal/mol
- Multiplicity: 1
- E_tot: -2105.82254 Eh
- HOMO energy: -8.455 eV
- HOMO-LUMO gap: 8.17 eV